2 unconnected molecules or ions with the total composition C6H12O2 at a distorted geometry. Source: OMol25; level of theory: ωB97M-V/def2-TZVPD.

Structure (XYZ):
```
20
Properties=species:S:1:pos:R:3:forces:R:3
C -3.05369 0.33566 0.58020 -1.89 -0.91 -0.73
C -1.93621 -0.34520 0.38975 1.82 0.57 0.92
O -1.89064 -1.44798 -0.39579 -1.06 -0.37 -1.03
C -0.64707 0.04215 1.03802 -0.91 -0.76 -0.27
C 0.57243 -0.20063 0.55834 0.07 0.72 -0.13
C 1.77884 0.26700 1.31229 0.45 0.57 0.79
C 1.79028 1.81287 1.42860 0.72 -0.09 0.90
H -3.96278 -0.14597 0.21662 0.18 0.09 -0.26
H -3.29258 1.29147 1.01341 0.96 0.11 0.41
H -1.36699 -2.19314 -0.08971 0.33 0.46 0.50
H -0.87750 0.43145 2.02351 0.73 0.28 0.12
H 0.70409 -0.49544 -0.47616 -0.17 -0.39 0.00
H 1.74565 -0.19693 2.29705 -0.11 0.21 0.31
H 2.78764 0.00448 0.98495 -0.49 -0.50 -0.83
H 1.38049 2.17011 2.37646 -0.64 -0.11 -0.27
H 2.82005 2.16887 1.52274 0.05 -0.01 -0.44
H 1.30712 2.28283 0.57965 -0.04 0.12 0.00
O 0.85540 -1.61341 -4.92574 0.70 -1.16 0.85
H 0.27956 -1.59599 -5.67683 -0.53 0.06 -0.67
H 1.00590 -2.57219 -4.75738 -0.16 1.10 -0.17
```
Forces are in eV/Å.

The value obtained for the calculated total energy is -386.223215 a.u. The SMILES is C=C(O)/C=C/CC.O. The value obtained for the gap between HOMO and LUMO is 9.296 eV. The spin multiplicity is 1. The energy relative to the best compared isomer or geometry (same formula, charge and spin) comes out at 254.53 kJ/mol.

=====

2 unconnected molecules or ions with the total composition C5H12N2O at a distorted geometry. Source: OMol25; level of theory: ωB97M-V/def2-TZVPD.

Structure (XYZ):
```
20
Properties=species:S:1:pos:R:3:forces:R:3
C 3.48419 0.16696 -0.30288 0.82 -0.98 1.67
N 2.21315 0.45600 0.42505 0.38 -0.04 -0.04
N 1.21255 -0.23849 0.29978 0.53 1.05 0.07
O 1.25851 -1.25975 -0.64860 0.37 -0.25 -0.83
H 4.39054 0.83322 0.06320 -2.32 -1.20 -0.64
H 3.36390 0.22192 -1.38595 0.02 -0.13 0.13
H 3.65123 -0.90853 0.05108 0.44 1.31 -1.01
H 0.33191 -1.30844 -0.97928 0.87 -0.17 0.79
C -1.77752 -1.06916 0.89546 -1.92 0.34 -0.49
C -1.56022 0.01764 0.12775 0.88 -1.77 1.49
C -1.25472 1.30184 0.83254 -1.37 -0.51 0.27
C -1.27345 -0.05322 -1.34358 -1.32 3.46 0.78
H -2.29623 -0.98686 1.87369 1.14 0.11 -0.36
H -1.86535 -2.06181 0.46338 0.11 0.00 -0.16
H -0.21009 1.44454 0.81650 1.16 0.44 -0.22
H -1.51940 1.20416 1.87463 -0.16 -0.05 0.36
H -1.77554 2.15426 0.46201 -0.31 0.78 -0.59
H -2.13191 0.61602 -1.70360 1.15 -1.06 -0.38
H -0.35586 0.54223 -1.51276 -0.36 -0.48 -0.42
H -1.29810 -1.00674 -1.80817 -0.13 -0.86 -0.41
```
Forces are in eV/Å.

The value obtained for the calculated total energy is -382.311844 a.u. The SMILES is C/N=N\O.C=C(C)C. The value obtained for the gap between HOMO and LUMO is 9.804 eV. The spin multiplicity is 1. The energy relative to the best compared isomer or geometry (same formula, charge and spin) comes out at 500.65 kJ/mol.

=====

A single C27H32N4O6S molecule. Source: OMol25; level of theory: ωB97M-V/def2-TZVPD.

Structure (XYZ):
```
70
Properties=species:S:1:pos:R:3:forces:R:3
C -3.26749 2.68733 0.15537 -0.23 -0.18 0.05
O -2.21782 3.40756 -0.45458 0.52 0.16 -0.17
C -0.93027 3.06706 -0.15319 0.10 0.21 -0.09
C -0.59870 1.87980 0.50096 0.03 -0.06 0.04
C 0.72041 1.56263 0.76305 -0.13 0.28 -0.03
C 1.13461 0.29274 1.46549 0.27 0.04 0.32
C 2.13268 -0.58409 0.67225 -0.18 0.47 0.03
O 2.78065 -1.43951 1.24127 0.20 -0.22 0.28
N 2.17277 -0.33322 -0.64299 0.02 0.15 -0.38
C 3.06675 -0.97307 -1.61027 0.24 -0.24 -0.04
C 2.73666 -0.37748 -2.97718 0.02 -0.08 0.26
C 2.81981 -2.48286 -1.61724 -0.01 0.14 0.06
C 4.51799 -0.67194 -1.22659 -0.19 -0.05 0.01
N 0.01272 -0.56158 1.86249 0.36 0.22 -0.38
C -0.58445 -0.26808 3.04505 -0.36 -0.16 0.25
O -0.16901 0.61043 3.77118 -0.07 0.09 0.13
C -1.86772 -0.99935 3.46741 -0.09 0.30 0.09
N -2.48413 -1.92437 2.55587 -0.27 -0.03 0.27
C -3.08735 -1.50529 1.41649 -0.09 -0.13 0.31
O -3.16565 -0.32671 1.11556 0.05 0.23 0.02
C -3.62170 -2.56550 0.55662 -0.28 -0.58 -0.31
C -4.13447 -2.38731 -0.69893 0.16 0.12 0.46
C -4.53147 -3.59135 -1.30895 -0.02 -0.15 -0.05
C -4.32074 -4.67309 -0.51384 0.18 -0.03 0.39
S -3.63169 -4.24546 0.99624 -0.30 0.35 -0.45
C -0.21704 -1.69801 1.06118 -0.14 -0.75 -0.30
C -0.00242 -2.98115 1.55828 0.12 0.11 -0.39
C -0.18373 -4.06148 0.71343 0.05 0.13 0.10
C -0.55883 -3.81737 -0.59953 0.07 -0.14 0.02
N -0.74554 -2.60136 -1.08394 -0.08 -0.18 -0.52
C -0.57553 -1.56876 -0.28052 0.02 0.21 0.52
C 1.73257 2.44262 0.38594 -0.01 0.10 0.07
C 1.42391 3.62407 -0.26509 -0.10 0.15 -0.07
O 2.34138 4.54362 -0.67503 -0.47 -0.09 0.01
C 3.69569 4.30958 -0.38490 0.24 -0.07 0.06
C 0.08293 3.95245 -0.54600 -0.01 0.19 -0.05
O -0.08758 5.12594 -1.22452 0.16 -0.56 0.02
C -1.25515 5.88924 -1.01380 -0.36 0.32 -0.06
H -3.31287 1.65174 -0.18668 0.03 0.06 0.03
H -3.17533 2.69393 1.24447 0.02 -0.02 -0.01
H -4.17951 3.20646 -0.13606 0.02 -0.05 0.04
H -1.38473 1.20859 0.80566 -0.12 -0.11 0.04
H 1.64155 0.57006 2.40193 -0.01 -0.11 -0.30
H 1.60260 0.42427 -0.98981 0.06 -0.03 0.12
H 2.88781 0.70042 -2.97455 0.02 0.15 -0.02
H 1.70213 -0.58703 -3.24028 -0.14 -0.02 -0.06
H 3.37953 -0.81201 -3.73762 0.06 -0.04 -0.07
H 3.48409 -2.96546 -2.32861 0.10 -0.06 -0.13
H 1.79034 -2.69420 -1.89669 -0.08 -0.03 -0.06
H 3.00547 -2.89086 -0.62789 0.02 -0.08 0.04
H 5.19855 -1.13682 -1.93420 0.10 -0.06 -0.11
H 4.72208 -1.06294 -0.23384 0.07 -0.03 0.07
H 4.69511 0.40167 -1.22469 0.03 0.13 -0.02
H -2.57752 -0.18851 3.67374 0.21 -0.12 0.06
H -1.65804 -1.50732 4.41043 -0.02 0.07 -0.08
H -2.39108 -2.91195 2.73156 0.04 0.15 -0.06
H -4.20948 -1.41776 -1.15545 0.03 0.21 -0.05
H -4.95344 -3.65213 -2.29549 -0.07 -0.04 -0.17
H -4.53051 -5.70446 -0.71782 -0.07 -0.20 -0.09
H 0.31639 -3.11482 2.58170 0.08 0.02 0.11
H -0.02277 -5.06949 1.06202 0.00 -0.11 0.02
H -0.71121 -4.62691 -1.30057 0.00 -0.15 0.01
H -0.74228 -0.59446 -0.71805 -0.01 0.18 0.09
H 2.75376 2.19277 0.62503 0.17 0.03 -0.02
H 4.06605 3.40379 -0.87801 -0.02 0.02 0.03
H 3.87230 4.23140 0.69292 -0.01 -0.01 -0.04
H 4.23195 5.17301 -0.77536 0.01 -0.08 0.04
H -2.11680 5.46718 -1.53552 0.11 0.10 0.08
H -1.02872 6.87537 -1.41950 -0.03 -0.03 0.06
H -1.48850 5.97978 0.05020 0.01 -0.01 -0.03
```
Forces are in eV/Å.

The value obtained for the calculated total energy is -2116.731338 a.u. The SMILES is COc1cc([C@H](C(=O)NC(C)(C)C)N(C(=O)CNC(=O)c2cccs2)c2cccnc2)cc(OC)c1OC. The value obtained for the gap between HOMO and LUMO is 8.081 eV. The spin multiplicity is 1. The energy relative to the best compared isomer or geometry (same formula, charge and spin) comes out at 284.36 kJ/mol.